[1]
This record from the Open Molecules 2025 dataset describes a cluster of 2 separate species, C4H9NS in total at a distorted geometry. The level of theory is ωB97M-V/def2-TZVPD.

The geometry in ORCA input format:
```
! wB97M-V def2-TZVPD RIJCOSX def2/J DEFGRID3
* xyz 0 1
C -1.41 -0.88 -1.39
C -1.51 0.20 -0.57
C -0.52 -0.76 1.38
C 2.21 1.09 -0.13
N -1.18 0.30 0.71
S 0.80 2.10 0.33
H -1.79 -0.84 -2.40
H -1.01 -1.83 -1.06
H -1.95 1.11 -0.96
H 0.22 -1.31 0.77
H -0.04 -0.37 2.27
H -1.27 -1.49 1.70
H 3.04 1.33 0.53
H 2.47 1.29 -1.17
H 1.94 0.04 -0.01
*
```

- Largest force on an atom: 2.6 eV Å⁻¹
- Frontier orbital gap (spin up / spin down): 6.0 / 6.0 eV
- Energy: -16615.345 eV
- LUMO (spin up / spin down): -2.124 / -2.124 eV
- ΔE to the lowest compared entry with this formula, charge and spin: 396.5 kJ/mol



[2]
This record from the Open Molecules 2025 dataset describes a structure of composition C14H37CdN3O6Tl at a distorted geometry. The level of theory is ωB97M-V/def2-TZVPD.

The geometry in ORCA input format:
```
! wB97M-V def2-TZVPD RIJCOSX def2/J DEFGRID3
* xyz 3 1
Cd -0.27 -2.48 -1.30
Tl -4.12 -1.24 -1.79
C -2.13 -4.03 -4.87
C -2.68 -3.34 -3.65
O -3.91 -3.23 -3.51
O -1.95 -2.77 -2.77
H -1.51 -3.47 -5.57
H -2.97 -4.37 -5.47
H -1.54 -4.88 -4.53
O -1.45 -0.87 -0.95
H -1.23 -0.08 -0.45
C 1.55 1.92 -0.16
C 2.94 1.59 -0.73
C 4.03 1.98 0.25
O 5.24 2.04 -0.45
C 6.41 2.11 0.36
N 2.99 0.15 -1.04
H 1.46 3.00 -0.06
H 1.50 1.49 0.84
H 0.76 1.52 -0.79
H 3.11 2.14 -1.66
H 4.12 1.29 1.10
H 3.76 2.98 0.64
H 7.21 1.95 -0.36
H 6.53 1.27 1.06
H 6.51 3.10 0.81
H 3.93 -0.12 -1.32
H 2.43 -0.02 -1.87
C -3.47 3.63 -0.51
C -3.53 2.09 -0.52
C -4.17 1.50 0.73
O -3.93 0.10 0.65
C -3.67 -0.54 1.89
N -4.11 1.57 -1.76
H -4.43 4.07 -0.81
H -2.70 4.02 -1.18
H -3.23 3.95 0.50
H -2.48 1.78 -0.49
H -5.23 1.73 0.84
H -3.59 1.93 1.55
H -4.18 -0.11 2.75
H -2.59 -0.57 2.10
H -4.07 -1.56 1.88
H -3.83 2.15 -2.55
H -5.12 1.75 -1.74
C 2.44 -3.42 1.36
C 1.34 -2.38 1.49
C 1.55 -1.36 2.58
O 0.42 -0.51 2.56
C 0.42 0.58 3.46
N 1.09 -1.70 0.17
H 2.40 -4.07 2.24
H 3.45 -3.00 1.37
H 2.32 -4.07 0.50
H 0.42 -2.92 1.74
H 2.45 -0.75 2.38
H 1.63 -1.86 3.55
H 1.41 1.00 3.63
H 0.07 0.26 4.45
H -0.29 1.30 3.07
H 2.02 -1.30 -0.09
H 0.52 -0.90 0.48
*
```

- Largest force on an atom: 2.5 eV Å⁻¹
- Frontier orbital gap: 1.6 eV
- Energy: -41098.935 eV
- LUMO: -14.808 eV
- ΔE to the lowest compared entry with this formula, charge and spin: 111.3 kJ/mol



[3]
This record from the Open Molecules 2025 dataset describes a structure of composition C44H43BFeNO2P2. The level of theory is ωB97M-V/def2-TZVPD.

The geometry in ORCA input format:
```
! wB97M-V def2-TZVPD RIJCOSX def2/J DEFGRID3
* xyz -1 5
Fe -0.19 0.08 -0.28
C 1.22 2.10 -2.31
P 1.72 0.47 -1.56
C 3.27 0.92 -0.69
C 4.42 0.15 -0.82
C 5.57 0.47 -0.11
C 5.59 1.56 0.74
C 4.44 2.32 0.90
C 3.28 2.00 0.20
C 2.34 -0.49 -2.98
C 3.16 0.05 -3.97
C 3.59 -0.74 -5.03
C 3.21 -2.08 -5.09
C 2.40 -2.62 -4.11
C 1.96 -1.82 -3.06
C 0.57 2.87 -1.19
C 0.67 4.18 -0.75
C 0.09 4.20 0.55
C -0.33 2.91 0.82
C -0.91 2.24 2.03
P -0.20 0.52 2.06
C -1.16 -0.25 3.41
C -0.70 -0.41 4.72
C -1.51 -1.02 5.68
C -2.77 -1.47 5.34
C -3.24 -1.31 4.04
C -2.43 -0.72 3.08
C 1.46 0.71 2.81
C 1.88 1.79 3.58
C 3.15 1.81 4.13
C 4.02 0.75 3.92
C 3.62 -0.33 3.14
C 2.35 -0.34 2.58
N -0.06 2.11 -0.25
H 0.52 1.87 -3.13
H 2.07 2.64 -2.73
H 4.43 -0.70 -1.49
H 6.46 -0.15 -0.23
H 6.49 1.81 1.29
H 4.43 3.16 1.58
H 2.39 2.59 0.36
H 3.48 1.08 -3.92
H 4.23 -0.32 -5.80
H 3.56 -2.70 -5.92
H 2.10 -3.66 -4.15
H 1.32 -2.24 -2.30
H 1.14 5.00 -1.27
H 0.01 5.06 1.21
H -2.00 2.08 1.95
H -0.74 2.79 2.95
H 0.29 -0.06 4.99
H -1.14 -1.14 6.69
H -3.40 -1.95 6.08
H -4.22 -1.67 3.76
H -2.79 -0.61 2.06
H 1.21 2.62 3.75
H 3.47 2.66 4.72
H 5.02 0.77 4.34
H 4.30 -1.15 2.95
H 2.05 -1.16 1.94
C -5.48 1.53 0.14
C -4.24 1.27 -0.71
C -3.41 2.54 -0.82
O -3.45 0.26 -0.05
B -2.82 -0.49 -1.05
O -3.35 -0.18 -2.30
C -4.52 0.61 -2.09
C -5.71 -0.34 -2.07
C -4.66 1.60 -3.24
H -5.18 1.98 1.08
H -6.02 0.61 0.35
H -6.15 2.22 -0.37
H -3.10 2.87 0.17
H -3.98 3.34 -1.29
H -2.50 2.37 -1.40
H -5.63 -1.04 -1.24
H -5.72 -0.91 -2.99
H -6.66 0.20 -1.98
H -3.75 2.17 -3.38
H -5.49 2.28 -3.07
H -4.86 1.05 -4.16
C -1.69 -1.45 -0.83
C -1.15 -2.58 -0.83
C -0.46 -3.77 -0.83
C -0.01 -4.37 0.39
C 0.71 -5.55 0.38
C 1.01 -6.20 -0.82
C 0.57 -5.63 -2.03
C -0.14 -4.46 -2.04
H -0.24 -3.88 1.33
H 1.04 -5.97 1.32
H 1.58 -7.13 -0.82
H 0.79 -6.13 -2.97
H -0.48 -4.04 -2.98
*
```

- Largest force on an atom: 0.3 eV Å⁻¹
- Frontier orbital gap (spin up / spin down): 4.5 / 6.3 eV
- Energy: -105555.741 eV
- LUMO (spin up / spin down): 2.615 / 2.613 eV
- ΔE to the lowest compared entry with this formula, charge and spin: 2.2 kJ/mol



Question: Which of these has the highest ΔE to the lowest compared entry with this formula, charge and spin?
Answer: C4H9NS